No. 1
Below is a structure of composition C24H41NNdP2 in a non-equilibrium geometry, with properties calculated with the ωB97M-V functional and the def2-TZVPD basis.

Values from the calculation:
LUMO level (spin up / spin down)   -2.539 / -2.482 eV
Spin multiplicity   4
Highest occupied orbital energy (spin up / spin down)   -7.95 / -7.97 eV
Total charge   +1
⟨S²⟩   3.800

Positions of all 69 atoms, in Å:
H1 -1.6876 3.3000 -3.0373
H2 -0.9499 -1.0506 -0.9278
C1 -0.6203 2.4021 -0.3025
C2 0.9565 -2.5313 2.7235
H3 -0.9675 3.3422 -4.6461
H4 -2.6998 -0.1065 -0.1965
H5 -1.6848 0.7810 3.8332
H6 -2.2630 -2.1539 1.5191
C3 2.8297 -1.8093 4.3993
C4 0.7303 -0.4645 3.7395
C5 1.3402 0.8148 -3.0828
C6 0.9092 0.6808 4.6630
H7 -1.6570 -0.5852 -3.1117
C7 -0.2447 0.9119 -0.2089
H8 -1.3533 -3.6893 1.6685
H9 0.0197 1.4569 -5.9386
H10 -0.2161 -0.2576 -5.4458
H11 0.1255 2.9348 0.3159
C8 -0.5765 -0.0934 -1.3381
H12 -3.5862 0.3915 -2.7530
H13 -1.0047 -2.5836 0.3342
H14 1.8762 0.4773 -3.9891
P1 1.2956 -0.5539 -1.8307
H15 3.0855 -2.8728 4.4477
H16 1.4074 1.5241 4.1745
C9 1.5714 -1.6123 3.6345
H17 -4.2874 0.4426 -0.6413
H18 1.8702 1.6967 -2.6813
H19 -2.5583 -0.4866 2.9150
H20 3.7182 -0.2668 -1.9830
H21 -1.7403 0.8442 2.0896
C10 -1.4482 0.3307 -2.5253
Nd1 1.7871 -0.5475 1.2520
H22 -1.6356 0.8423 -5.5649
H23 2.7172 -1.4315 5.4267
H24 3.6831 -1.2785 3.9471
C11 -0.4129 -0.6681 2.9074
H25 0.0431 3.7021 -3.2296
C12 -1.2727 -2.6198 1.4051
C13 -3.2241 0.7406 -0.6667
C14 -2.8259 0.9207 -2.1461
P2 -0.3220 1.3031 -3.5841
C15 2.2471 1.7701 1.7976
H26 1.5135 0.3811 5.5258
C16 -1.9754 2.7617 0.2239
C17 -0.2623 -1.9406 2.2576
H27 2.0868 -4.2908 3.1372
H28 0.8782 1.0378 -0.1001
H29 -0.4158 2.7971 -1.3100
H30 3.1859 0.4044 -0.4593
H31 -2.9042 1.9739 -2.4538
C18 -1.6583 0.1485 2.9361
C19 -3.0523 1.9655 0.1905
C20 3.0205 -0.4554 -1.1612
H32 2.1529 -3.8106 1.4332
H33 0.0955 -2.3566 -2.9367
H34 -3.9269 2.1976 0.8154
N1 2.4395 2.8897 2.1051
H35 3.3346 -1.4104 -0.6839
H36 -0.6015 0.4675 0.7442
H37 0.6743 -4.5400 2.0731
C21 -0.5710 0.7724 -5.3016
H38 1.6174 -1.9582 -3.7767
H39 -0.0668 1.0338 5.0160
C22 -0.7709 3.0610 -3.6015
H40 1.6327 -2.9036 -2.2498
C23 1.4955 -3.8568 2.3208
C24 1.1450 -2.0763 -2.7849
H41 -2.0412 3.7597 0.6787

Atom charges from the Mulliken analysis, given in e for atoms 1 to 6: 0.406 0.392 -0.754 0.061 0.442 -0.357

No. 2
Below is a structure of composition C24H42AsBrN4O2PdSi2, with properties calculated with the ωB97M-V functional and the def2-TZVPD basis.

Values from the calculation:
LUMO level (spin up / spin down)   0.277 / 0.279 eV
Highest occupied orbital energy (spin up / spin down)   -7.39 / -7.39 eV
Total charge   0

Positions of all 77 atoms, in Å:
H1 6.8147 0.2002 -3.0433
C1 -3.0070 -0.9986 0.9246
H2 1.4576 4.5888 3.0686
C2 -1.6182 4.3605 -1.3419
H3 1.2449 3.7271 -2.5895
H4 -1.5563 -4.3795 -0.8549
H5 1.2047 1.9953 -2.9281
H6 -0.2410 -2.7754 -2.0555
H7 -0.9181 -1.4652 -2.8650
H8 1.6262 4.7348 -0.4635
H9 -3.8010 -5.1717 -0.2298
H10 -5.8123 -3.8566 -0.8418
H11 7.4735 -2.1673 -3.2679
C3 2.2578 3.9924 0.0255
H12 0.4801 -1.9324 1.8059
C4 6.4875 -1.9161 -2.8995
H13 2.7322 3.3799 -0.7424
Pd1 0.5520 -0.4110 -0.1097
O1 1.9644 -1.9732 -0.8694
H14 -2.6068 -1.9387 0.5582
C5 3.9442 -1.2375 -1.9521
C6 0.6762 3.9582 2.6368
O2 1.9968 0.1259 -1.5260
C7 -4.8260 -3.5096 -1.1182
H15 -5.5342 -1.7440 -2.1118
H16 -3.0249 1.5022 -1.9807
Br1 4.5157 1.6102 -2.1636
H17 3.0630 1.1241 1.1380
C8 4.3422 -2.5708 -2.0704
N1 -0.2799 -1.3391 1.4917
H18 0.7241 -1.1382 5.1932
C9 6.1226 -0.5868 -2.7794
C10 -1.7292 -1.7774 4.7392
H19 -2.7125 -1.8747 4.2906
C11 -2.1298 1.6466 -2.5895
H20 2.1067 0.9877 2.6206
C12 -1.1216 -1.0746 2.4563
N2 -0.7821 -1.2445 3.7719
H21 3.6309 -3.3298 -1.7776
H22 0.2034 3.1107 -3.8742
H23 0.2705 3.3267 3.4312
C13 -2.2685 -2.6077 -1.8339
C14 -3.0187 0.4080 2.9441
H24 -4.0811 -1.1082 1.0853
H25 -0.9115 5.0440 -0.8675
C15 -3.4062 -1.8762 -2.1851
N3 -2.3939 -0.6767 2.2033
C16 -4.6663 -2.3273 -1.8302
H26 -3.0459 1.3082 2.3258
Si1 -0.8398 2.6821 -1.6954
H27 1.2489 -0.7696 3.5498
H28 -4.0386 0.1305 3.2200
H29 5.8729 -3.9566 -2.6291
H30 -1.7976 -1.1272 5.6138
H31 -2.8352 -0.2231 0.1759
C17 -3.6976 -4.2430 -0.7771
C18 0.5986 2.8985 -2.8763
C19 5.5943 -2.9150 -2.5424
H32 -2.4557 0.6265 3.8469
H33 -0.1303 4.6071 2.2880
H34 3.3769 2.2185 2.4988
H35 -1.9586 4.8282 -2.2700
H36 -1.4013 -2.7671 5.0708
H37 3.0470 4.5261 0.5634
H38 -2.4234 2.1454 -3.5174
As1 -0.5187 1.6950 0.4082
C20 4.8595 -0.2463 -2.3121
N4 -1.0003 -2.1139 -2.0994
C21 2.5566 -1.0064 -1.4280
H39 -1.7324 0.6645 -2.8535
Si2 1.3359 2.8926 1.2334
C22 -2.4320 -3.8040 -1.1326
H40 -2.4805 4.2552 -0.6805
H41 -3.2921 -0.9434 -2.7248
H42 0.9418 -2.4540 4.0304
C23 0.6078 -1.4155 4.1458
C24 2.5946 1.6925 1.9449

Atom charges from the Mulliken analysis, given in e for atoms 1 to 6: 0.406 -0.904 0.348 -1.122 0.313 0.379

No. 3
Below is a structure of composition C24H42AsNPtSeSi2 in a non-equilibrium geometry, with properties calculated with the ωB97M-V functional and the def2-TZVPD basis.

Values from the calculation:
LUMO level   -0.011 eV
Highest occupied orbital energy   -6.83 eV
Total charge   0

Positions of all 72 atoms, in Å:
H1 1.0330 1.4100 -4.5942
H2 -2.0167 -1.7944 3.7650
H3 -0.1990 3.8456 3.9819
H4 -0.6743 3.8492 1.7269
H5 3.6253 -1.0790 -3.5738
C1 -0.8730 -4.7648 -0.4664
C2 0.4307 -2.4701 -1.1948
Pt1 -0.7286 -0.2270 -0.4305
H6 -2.6935 3.6653 -1.8615
C3 -0.4433 2.7926 4.0768
C4 1.9577 -1.3902 1.3827
H7 4.0053 -2.0893 -1.1596
N1 -0.5322 -2.4292 -0.2523
H8 -1.2599 1.2745 -4.0698
H9 -3.9428 1.1984 -0.0595
H10 -0.3903 -1.9415 4.4026
H11 2.7673 1.8107 -0.8425
C5 0.8242 -3.6782 -1.7637
H12 1.2277 1.6992 0.0102
C6 2.2449 1.3031 -0.0287
H13 0.9564 -1.1766 1.7668
C7 -1.2834 0.7709 3.0633
H14 -0.6907 2.2937 0.8638
H15 4.2982 -0.4270 -1.6770
C8 -0.2406 2.1534 5.2893
H16 -2.8898 1.9605 -3.8662
C9 -0.5533 0.8038 5.3599
H17 -0.3975 0.2718 6.2933
H18 2.3272 1.4802 -3.4111
H19 1.2257 2.4359 6.8454
H20 2.7187 -2.4649 -4.1633
C10 -0.2349 -1.5086 -4.2393
C11 2.7231 -1.3750 -4.1012
H21 -0.9736 3.4570 -2.2638
Se1 -2.1097 -0.2182 1.6215
H22 2.7996 -0.9929 -5.1227
H23 -2.1989 2.9873 1.4433
C12 -0.9550 2.1231 2.9698
C13 0.9315 -1.1010 -1.4943
H24 4.6903 -0.9155 -0.0319
C14 -1.1881 -3.5340 0.0784
H25 1.6165 -3.6921 -2.4997
H26 0.5134 3.9301 6.2391
H27 -4.4808 1.7239 -1.6965
H28 -0.3252 -1.1241 -5.2572
H29 2.0512 -2.4751 1.2937
H30 -2.6489 0.1992 -3.8572
H31 -1.4799 3.5121 -0.5649
C15 -1.1383 2.8634 1.6837
H32 -1.4150 -5.6466 -0.1578
C16 -2.2158 1.1539 -3.5746
H33 -1.7217 -1.5487 5.4871
H34 0.6696 1.7333 -2.8855
H35 -1.9621 -3.4225 0.8287
H36 2.6856 -1.0445 2.1196
C17 0.1637 -4.8354 -1.3905
C18 0.3017 2.8899 6.4840
H37 2.7371 1.5701 0.9091
H38 -1.1863 -1.3787 -3.7264
Si1 2.2628 -0.5542 -0.2585
As1 -2.0133 1.2686 -1.6510
H39 -4.1419 0.0050 -1.3482
C19 -3.8541 1.0330 -1.1308
Si2 1.1635 -0.6944 -3.2975
C20 -1.3228 -1.3767 4.4867
H40 -0.4100 2.8788 7.3112
H41 -0.0507 -2.5819 -4.3068
C21 -1.7609 3.1859 -1.5599
C22 -1.0648 0.0954 4.2778
C23 3.9700 -1.0450 -0.8433
C24 1.2958 1.1565 -3.5648
H42 0.4439 -5.7877 -1.8225

Atom charges from the Mulliken analysis, given in e for atoms 1 to 6: 0.427 0.348 0.254 0.387 0.354 -0.851

Table of ΔE to the lowest compared entry with this formula, charge and spin (kcal/mol), in record order: 0.0, 4.1, 20.1
Table of E_tot (hartree), in record order: -2237.57139, -6825.98694, -6330.04229